# 1
9 unconnected molecules or ions with the total composition C27H45N3O24 at a distorted geometry, computed with ωB97M-V/def2-TZVPD.

* SMILES: C[C@H]1COC(=O)O1.C[C@H]1COC(=O)O1.C[C@H]1COC(=O)O1.C[C@H]1COC(=O)O1.C[C@H]1COC(=O)O1.C[C@H]1COC(=O)O1.C[N+](=O)[O-].C[N+](=O)[O-].C[N+](=O)[O-]
* HOMO energy: -9.97 eV
* maximum force: 7.40 eV/A
* HOMO-LUMO gap: 10.184 eV
* relative energy (zero: lowest compared OMol25 entry of this formula, charge and spin): 0.901 eV

Each line ends with the Mulliken charge.
Atoms and positions in Å:
C: -7.695 8.731 -1.560  -1.392
C: -7.061 8.335 -0.284  0.534
C: -7.182 9.375 0.910  -0.291
O: -7.967 8.638 1.765  -0.314
C: -8.097 7.329 1.402  0.671
O: -8.559 6.476 2.097  -0.535
O: -7.807 7.259 0.083  -0.331
H: -8.682 9.150 -1.365  0.268
H: -7.847 7.959 -2.314  0.278
H: -7.113 9.579 -1.921  0.437
H: -6.032 8.048 -0.499  0.257
H: -7.692 10.290 0.608  0.118
H: -6.220 9.674 1.328  0.261
C: -14.942 5.697 -1.981  -1.194
C: -15.939 5.511 -0.825  1.132
C: -17.339 5.418 -1.292  -0.438
O: -17.975 4.358 -0.694  -0.355
C: -16.999 3.600 -0.068  0.530
O: -17.094 2.612 0.618  -0.550
O: -15.787 4.235 -0.270  -0.276
H: -15.290 5.090 -2.817  0.547
H: -13.938 5.461 -1.628  0.052
H: -14.792 6.758 -2.178  0.247
H: -15.812 6.235 -0.021  -0.200
H: -17.420 5.299 -2.372  0.264
H: -17.967 6.265 -1.013  0.256
C: -13.040 3.438 1.486  -1.291
C: -14.041 3.893 2.689  0.572
C: -13.700 3.239 3.981  0.196
O: -13.775 4.301 4.874  -0.387
C: -13.954 5.518 4.281  0.542
O: -14.158 6.518 4.910  -0.551
O: -14.015 5.333 2.948  -0.136
H: -12.771 4.194 0.749  0.021
H: -13.515 2.678 0.865  0.413
H: -12.099 3.074 1.899  0.427
H: -15.097 3.734 2.471  0.172
H: -12.655 2.929 3.989  -0.330
H: -14.381 2.476 4.358  0.269
C: -9.813 3.416 4.035  -1.209
C: -9.676 4.513 5.127  0.438
C: -8.376 5.279 5.122  -0.612
O: -8.677 6.626 5.127  -0.286
C: -9.964 6.737 5.052  0.578
O: -10.553 7.890 5.009  -0.611
O: -10.498 5.532 4.768  0.002
H: -10.722 2.869 4.286  0.238
H: -9.084 2.608 3.971  0.417
H: -9.992 3.907 3.079  0.213
H: -9.919 4.030 6.073  0.336
H: -7.677 5.100 4.305  0.311
H: -7.909 5.025 6.074  0.366
C: -15.851 9.405 -0.377  -1.099
C: -14.847 10.232 -1.253  0.287
C: -13.466 10.365 -0.614  0.335
O: -12.551 9.674 -1.444  -0.193
C: -13.341 9.181 -2.485  0.497
O: -12.902 8.608 -3.459  -0.643
O: -14.560 9.467 -2.345  -0.268
H: -16.818 9.369 -0.880  0.482
H: -16.232 9.977 0.469  0.382
H: -15.539 8.400 -0.092  0.080
H: -15.072 11.272 -1.492  0.360
H: -13.499 9.904 0.373  -0.409
H: -13.406 11.408 -0.305  0.266
C: -9.975 15.446 0.420  -1.480
C: -9.867 14.065 1.050  0.507
C: -10.013 13.965 2.632  -0.423
O: -11.032 12.913 2.737  -0.322
C: -11.252 12.374 1.594  0.362
O: -11.779 11.286 1.496  -0.240
O: -10.774 13.090 0.577  -0.352
H: -10.187 15.340 -0.644  0.366
H: -9.031 15.959 0.605  0.378
H: -10.895 15.960 0.698  0.366
H: -8.891 13.633 0.825  0.177
H: -10.273 14.911 3.108  0.326
H: -9.057 13.797 3.129  0.273
C: -11.453 7.280 1.784  -0.292
N: -12.759 7.956 1.721  1.461
O: -12.985 8.873 2.473  -0.693
O: -13.481 7.676 0.805  -0.390
H: -11.578 6.249 2.113  -0.098
H: -10.772 7.618 2.565  0.014
H: -10.997 7.348 0.797  -0.033
C: -10.746 6.471 -2.364  -0.556
N: -10.508 5.248 -1.579  0.972
O: -10.577 4.197 -2.151  -0.576
O: -10.411 5.366 -0.358  -0.472
H: -11.087 7.292 -1.733  -0.047
H: -11.431 6.254 -3.183  0.381
H: -9.805 6.788 -2.814  0.231
C: -14.280 10.584 4.664  -0.855
N: -14.839 11.364 3.512  1.041
O: -16.006 11.102 3.099  -0.612
O: -14.229 12.195 2.945  -0.528
H: -14.756 9.603 4.635  0.329
H: -14.592 11.040 5.603  0.355
H: -13.212 10.441 4.501  0.280

# 2
A molecular structure, C27H45N3O3PS2W at a distorted geometry, computed with ωB97M-V/def2-TZVPD.

* HOMO energy (spin up / spin down): -16.79 / -16.79 eV
* maximum force: 3.15 eV/A
* HOMO-LUMO gap (spin up / spin down): 6.463 / 6.426 eV
* charge: +3
* relative energy (zero: lowest compared OMol25 entry of this formula, charge and spin): 3.084 eV

Each line ends with the Mulliken charge.
Atoms and positions in Å:
W: 0.162 -0.379 0.802  1.714
N: 0.502 -0.565 3.240  -0.536
N: 1.821 -0.948 3.631  -0.332
C: 2.721 -1.449 2.781  0.526
N: 3.863 -1.958 3.179  -0.241
S: 2.464 -1.315 1.002  -0.079
H: 0.283 0.319 3.726  0.401
H: -0.167 -1.269 3.599  0.400
H: 1.996 -1.023 4.636  0.255
H: 4.153 -2.042 4.149  0.271
H: 4.520 -2.320 2.496  0.258
C: 1.534 -0.182 -3.559  -1.220
C: 0.890 -0.911 -2.396  -0.119
O: 0.448 0.030 -1.382  0.373
H: 1.745 -0.887 -4.358  0.565
H: 2.464 0.290 -3.258  0.105
H: 0.858 0.574 -3.955  0.371
H: 1.604 -1.587 -1.905  0.380
H: 0.014 -1.475 -2.746  0.183
H: -0.118 0.688 -1.854  -0.626
C: -3.406 -0.704 2.849  -1.599
C: -3.299 0.153 1.591  1.796
C: -4.677 0.520 1.052  -1.587
C: -2.519 1.434 1.914  -1.506
P: -2.284 -0.783 0.276  0.616
C: -2.675 0.180 -1.234  1.859
C: -2.006 1.410 -1.316  -1.416
C: -2.266 2.295 -2.348  -0.824
C: -3.181 1.956 -3.336  -1.009
C: -3.840 0.741 -3.269  -0.843
C: -3.597 -0.142 -2.226  -0.913
C: -2.764 -2.631 0.062  1.747
C: -4.241 -2.926 -0.183  -1.596
C: -1.931 -3.088 -1.142  -1.407
C: -2.332 -3.413 1.310  -1.407
H: -3.852 -0.123 3.653  0.569
H: -2.421 -1.044 3.180  0.121
H: -4.045 -1.566 2.693  0.248
H: -5.248 1.019 1.831  0.514
H: -5.245 -0.348 0.728  0.319
H: -4.604 1.209 0.214  0.336
H: -2.896 1.870 2.837  0.599
H: -2.652 2.188 1.143  0.295
H: -1.436 1.235 2.050  0.176
H: -1.312 1.707 -0.528  0.351
H: -1.771 3.254 -2.356  0.619
H: -3.381 2.637 -4.147  0.473
H: -4.573 0.479 -4.015  0.523
H: -4.151 -1.064 -2.195  0.204
H: -4.611 -2.536 -1.124  0.315
H: -4.878 -2.563 0.619  0.343
H: -4.364 -4.008 -0.227  0.498
H: -2.304 -2.667 -2.071  0.316
H: -1.987 -4.170 -1.243  0.644
H: -0.872 -2.818 -1.018  0.160
H: -3.105 -3.420 2.072  0.353
H: -1.410 -3.020 1.755  0.077
H: -2.144 -4.450 1.036  0.480
C: 6.565 0.759 -1.248  -1.565
C: 5.237 1.261 -0.818  0.090
C: 4.842 1.198 0.520  -0.373
C: 3.584 1.593 0.929  0.127
C: 3.312 1.694 2.403  -1.401
C: 2.665 2.071 -0.040  1.547
C: 3.109 2.315 -1.369  0.140
C: 2.316 3.067 -2.383  -1.387
C: 4.371 1.861 -1.726  -0.540
C: 1.252 2.235 0.255  -0.155
O: 0.435 2.952 -0.263  -0.519
O: 0.760 1.264 1.099  0.015
H: 7.005 0.081 -0.521  0.412
H: 7.251 1.598 -1.371  0.350
H: 6.502 0.260 -2.212  0.419
H: 5.561 0.878 1.258  0.575
H: 3.951 1.014 2.963  0.397
H: 2.266 1.542 2.672  0.088
H: 3.579 2.706 2.717  0.455
H: 1.239 2.968 -2.263  0.082
H: 2.615 2.792 -3.392  0.388
H: 2.541 4.131 -2.268  0.428
H: 4.717 2.021 -2.737  0.564
S: 0.846 -2.655 1.085  -0.232

# 3
A molecular structure, C27H45NO2P2Sm at a distorted geometry, computed with ωB97M-V/def2-TZVPD.

* expectation value of S²: 8.8857
* HOMO energy (spin up / spin down): -9.08 / -9.24 eV
* maximum force: 6.17 eV/A
* HOMO-LUMO gap (spin up / spin down): 5.598 / 6.616 eV
* charge: +1
* relative energy (zero: lowest compared OMol25 entry of this formula, charge and spin): 0.000 eV
* spin multiplicity: 6

Each line ends with the Mulliken charge.
Atoms and positions in Å:
Sm: 0.153 -1.412 0.263  0.133
C: 0.299 1.611 0.917  0.577
C: 0.725 1.496 -0.448  0.715
C: -1.575 1.247 -0.387  0.688
C: -1.117 1.455 0.953  0.481
C: -0.436 1.246 -1.249  0.466
C: 1.139 2.067 2.057  -1.359
H: 2.143 1.623 2.027  0.275
H: 0.686 1.793 3.017  0.353
H: 1.252 3.166 2.045  0.303
C: -1.960 1.696 2.133  -1.551
H: -1.397 1.540 3.057  0.324
H: -2.817 1.011 2.138  0.298
H: -2.358 2.725 2.148  0.266
C: -2.969 1.277 -0.847  -1.556
H: -3.363 2.306 -0.886  0.275
H: -3.606 0.706 -0.160  0.284
H: -3.066 0.841 -1.845  0.329
C: -0.478 1.246 -2.731  -1.350
H: -0.447 2.277 -3.129  0.321
H: -1.401 0.785 -3.099  0.375
H: 0.366 0.693 -3.167  0.128
C: 2.076 1.815 -0.979  -1.345
H: 2.075 2.830 -1.418  0.421
H: 2.394 1.121 -1.771  0.104
H: 2.844 1.805 -0.193  0.339
C: 3.465 -4.407 1.029  -0.486
C: 4.499 -3.575 1.292  -0.208
C: 5.837 -3.546 0.623  -1.063
C: 5.887 -3.889 -0.888  -1.155
C: 4.669 -3.460 -1.645  -0.229
C: 3.633 -4.267 -1.955  -0.488
C: 3.204 -5.518 -1.250  -1.123
C: 3.646 -5.652 0.221  -1.370
H: 6.539 -4.210 1.174  0.375
H: 6.132 -4.955 -1.043  0.382
H: 6.275 -2.536 0.727  0.361
H: 4.694 -5.998 0.279  0.330
H: 2.520 -4.346 1.580  0.790
H: 4.546 -3.000 2.217  0.773
H: 3.053 -6.460 0.687  0.452
H: 2.105 -5.612 -1.299  0.296
H: 3.189 -4.164 -2.955  1.200
H: 3.599 -6.389 -1.802  0.479
H: 6.761 -3.352 -1.310  0.444
H: 4.787 -2.489 -2.139  0.467
P: 2.552 -0.944 1.364  1.042
C: 2.119 -2.096 2.755  -1.512
C: 4.270 -0.404 1.409  -0.955
P: 1.517 -1.736 -2.024  0.957
C: 2.387 -2.084 -0.198  -0.049
C: 2.762 -1.487 -3.295  -1.586
C: 0.623 -3.312 -2.369  -1.199
H: 1.317 -2.828 2.515  0.406
H: 1.770 -1.493 3.610  0.426
H: 2.994 -2.668 3.097  0.443
H: 4.888 -1.149 0.896  -0.038
H: 4.605 -0.294 2.451  0.455
H: 4.351 0.573 0.906  0.344
H: 1.288 -4.072 -2.791  0.368
H: -0.151 -3.091 -3.120  0.483
H: 0.121 -3.747 -1.489  0.286
H: 1.994 -3.076 0.089  0.074
H: 3.418 -2.240 -0.493  -0.171
H: 2.315 -0.832 -4.062  0.501
H: 3.060 -2.421 -3.774  0.512
H: 3.648 -0.981 -2.893  0.428
O: -0.579 -3.595 0.684  -0.693
C: -1.763 -3.196 0.987  0.193
C: -2.961 -4.018 1.313  -0.340
C: -4.029 -2.982 1.602  -0.561
C: -3.378 -1.633 1.351  0.185
O: -3.926 -0.543 1.417  -0.688
N: -2.044 -1.866 1.025  0.065
H: -3.212 -4.630 0.434  0.262
H: -2.738 -4.646 2.181  0.283
H: -4.901 -3.088 0.942  0.286
H: -4.359 -3.007 2.651  0.271